# 1
Formula: C2HClFN3S
Source: the OMol25 dataset
Level of theory: ωB97M-V/def2-TZVPD

The electronic energy comes out at -32631.0942 eV. Its relative energy (zero: lowest compared OMol25 entry of this formula, charge and spin) is 2.30 kcal/mol. The HOMO energy is -8.262 eV. The LUMO energy is -1.02 eV.

```
9
Properties=species:S:1:pos:R:3:lowdin_charge:R:1
N 2.03177 -0.32489 0.25552 0.15
Cl -3.44783 -0.13288 0.81909 0.72
S -1.20438 -1.91300 -0.11066 0.71
F 1.24074 0.93035 -1.64955 0.03
C -1.97989 -0.60676 0.36575 -1.31
C 1.19606 0.42101 -0.34232 -0.52
H 3.02107 -0.39213 -0.06224 0.08
N 0.12377 0.99157 0.17655 0.02
N -0.98129 1.02674 0.54786 0.10
```


# 2
Formula: C31H28BrN8ReSSe
Source: the OMol25 dataset
Level of theory: ωB97M-V/def2-TZVPD

The electronic energy comes out at -192854.6852 eV. Its relative energy (zero: lowest compared OMol25 entry of this formula, charge and spin) is 4.30 kcal/mol. As for the spin multiplicity: 4. Its expectation value of S² is 3.777. Its charge is +3. The HOMO energy (spin up / spin down) is -16.207 / -16.478 eV. The LUMO energy (spin up / spin down) is -8.30 / -10.00 eV.

```
71
Properties=species:S:1:pos:R:3:lowdin_charge:R:1
C -1.04608 -2.49058 5.44422 -0.03
C -3.18434 4.32438 -0.14859 0.02
C -1.07063 -4.56781 -0.55917 -0.07
H 2.20631 -4.96382 0.09911 0.13
C 0.05927 4.15936 -2.28015 -0.12
H -3.54089 5.03450 -0.88385 0.14
H 1.98003 -2.56002 0.33203 0.07
C -1.11101 -3.18034 -0.42067 -0.69
C 0.11480 -5.24156 -0.37993 0.01
S -1.83958 0.53668 -0.10233 0.58
C -0.62137 -1.00800 -5.63263 -0.03
C 2.02442 -1.13887 2.44300 -0.30
C 1.04478 -1.04531 -3.97724 -0.16
C -2.25488 2.17861 0.37560 -0.63
C 0.32463 -2.50899 5.27828 0.03
N 2.62163 -0.28683 0.23027 -0.20
C 0.80652 -1.91778 4.11769 -0.15
H 2.83089 0.70919 0.25334 0.06
H -2.08264 -0.91771 2.58785 0.09
C 0.67212 -1.33568 -5.28331 0.02
N -0.03658 -2.44002 -0.11165 -0.05
C -1.90182 -1.91955 4.48988 -0.04
H 4.02483 -0.13375 -1.34942 0.16
H 0.50799 2.11493 -1.85642 0.07
C -1.11606 -0.12065 -3.41896 -0.03
H 0.55140 4.95922 1.39506 0.11
H -0.02909 6.69730 -0.26435 0.13
H 3.83184 -1.64897 1.37260 0.14
H -3.56461 5.60631 1.55496 0.14
H -1.98322 -5.08963 -0.80851 0.12
H -1.80400 0.34584 -2.73362 0.05
Re 0.40859 -0.13103 0.22923 1.15
C -1.41900 -1.32886 3.33878 -0.01
C 1.11340 -3.13686 0.06148 -0.14
H -1.94943 1.86526 2.35522 0.14
C -1.49512 -0.41056 -4.71437 -0.04
C 3.17327 -0.79504 1.53327 -0.06
H -2.49764 -0.16419 -5.03721 0.12
N -0.11127 5.40410 -1.86006 0.10
C 0.18475 -0.45584 -3.04588 -0.20
N -2.29349 2.53158 1.67508 0.07
C 2.12215 -0.77041 -2.07188 -0.28
H -2.71942 3.88399 3.17726 0.15
H 0.97829 -2.96084 6.01213 0.13
C -2.71812 3.08739 -0.56323 -0.05
N 2.09712 -1.78111 3.60906 0.22
H 3.10071 -1.59460 -3.72400 0.20
H -2.70765 2.82057 -1.61008 0.13
C -2.74046 3.72632 2.10838 0.00
H -2.96890 -1.95194 4.66384 0.12
C -0.03637 -1.32640 3.17475 -0.20
C 1.24471 -4.49584 -0.05920 -0.01
C 0.40914 4.68459 0.35695 -0.11
Br -2.78888 -2.40167 -0.70850 0.86
H 1.35774 -1.78319 -5.99006 0.13
N 0.89581 -0.28622 -1.84200 -0.03
C 0.39395 3.10547 -1.43804 -0.12
C 0.08273 5.66416 -0.57525 -0.11
C 3.21050 -0.79204 -1.03817 -0.06
H 3.63221 -1.78904 -0.91450 0.14
N 0.76060 -0.82596 2.14586 -0.09
C 0.54796 3.37352 -0.08400 -0.58
H -0.96914 -1.21004 -6.63627 0.13
H -1.47632 -2.93662 6.33059 0.13
H 3.77416 -0.00761 1.99224 0.15
N 2.25299 -1.22814 -3.31471 0.22
Se 0.90603 2.03649 1.25930 0.81
H 0.15998 -6.31761 -0.48362 0.14
H -0.07746 3.98554 -3.34291 0.12
C -3.19841 4.65225 1.20492 0.01
H 2.94562 -2.09001 4.06247 0.20
```


# 3
Formula: C28H57BO10P
Source: the OMol25 dataset
Level of theory: ωB97M-V/def2-TZVPD

The electronic energy comes out at -60398.1044 eV. Its relative energy (zero: lowest compared OMol25 entry of this formula, charge and spin) is 12.90 kcal/mol. Its charge is -1. The HOMO energy is -2.780 eV. The LUMO energy is 2.26 eV.

```
97
Properties=species:S:1:pos:R:3:lowdin_charge:R:1
C 2.15084 -7.41506 1.84453 -0.14
H 2.98446 2.37233 -2.11958 0.09
H -10.19463 -1.14374 -1.13377 0.08
O -1.69081 4.19594 -0.15659 0.02
H -7.39794 0.26259 -2.92586 0.13
H 1.09004 -0.37881 -3.65943 0.09
H 2.22985 -3.94996 1.63822 0.05
H 4.64134 -0.53959 1.48888 0.06
H 5.29347 6.22819 2.03879 0.12
C 3.39731 -7.78691 3.73293 -0.50
H 3.17620 -1.17220 -3.04199 0.08
H -1.49575 -1.00460 -0.14284 0.08
H 5.56754 1.12235 0.27695 0.10
H 1.90398 -6.35627 1.76834 0.10
B 0.90473 -3.45549 -0.08558 -0.59
C -9.44953 0.85053 -1.24370 -0.30
H 5.05420 0.38099 -2.38842 0.09
C 0.94307 0.12029 -1.61189 -0.34
H -1.74580 1.97437 -2.08615 0.10
H 3.22471 6.34069 3.23137 0.12
C 3.75728 2.30589 -0.12278 -0.22
H -3.38155 5.24485 -0.70202 0.12
H -9.66343 0.91280 -2.30770 0.11
H 4.02556 -0.18945 -1.11586 0.07
H 6.23665 5.93160 3.51126 0.12
C 1.94359 -7.92297 4.14663 -0.08
H 0.21081 -7.80373 2.78044 0.11
H 3.68954 0.57194 2.49827 0.05
H -7.52694 1.93198 -2.39520 0.12
H 1.20687 -4.52582 -1.64732 0.08
O -5.14272 -0.23117 -2.12358 -0.13
C -2.94585 4.25829 -0.84922 -0.17
C 1.62166 0.28079 -2.97157 -0.28
O 3.47502 -7.53888 2.40807 0.03
C -1.43194 3.01533 -2.18236 -0.07
C 4.35858 3.80516 3.81264 -0.47
H 5.08004 2.16664 1.59239 0.06
H 0.52072 -4.40730 1.86296 0.04
C -3.73664 -0.03143 -2.28638 -0.19
C -7.24364 0.92583 -2.07347 -0.19
H 2.81592 4.76841 4.96750 0.12
H 1.62954 -6.99208 4.62053 0.13
O 4.14916 2.63654 3.92660 0.14
H -10.10659 -0.32021 0.42917 0.07
H 4.03586 3.36039 -0.04546 0.09
H 3.14415 0.06672 0.89815 0.04
H 3.50363 0.25537 -4.01667 0.09
H 1.03659 -2.75077 2.05058 0.03
C 3.10692 -0.08741 -3.06093 -0.23
C 5.28147 5.74529 3.01325 -0.16
H 1.46609 0.73209 -0.88376 0.04
H -0.72221 3.11054 -2.99859 0.13
C 1.19901 -3.64958 1.46290 -0.07
H 4.27727 7.07164 4.44261 0.11
H -3.47445 -1.85848 -1.30826 0.12
P 0.86969 -1.66309 -0.91363 0.48
H 2.36338 -1.69852 -0.85696 -0.02
O -1.68776 -1.27031 -2.19052 -0.21
H -2.30389 4.88679 -2.80710 0.11
C 4.09311 6.16529 3.86766 -0.16
H -1.42143 -2.67604 -0.70675 0.07
C 4.00738 0.34169 1.48955 -0.09
O 4.36041 -7.85536 4.44212 0.11
C 3.85021 1.95160 -1.61628 -0.19
H -0.04586 0.56539 -1.70656 0.04
H 4.46591 4.92154 5.62692 0.13
O 0.28640 3.16567 -0.47825 0.14
H -3.43218 -2.00155 -3.03861 0.12
C -5.80093 0.90931 -1.63564 -0.20
H 1.49084 1.28597 -3.37862 0.08
O 0.70964 -4.63763 -0.81807 0.02
O -8.09644 0.53674 -1.00422 -0.14
H 0.81601 -1.07771 0.45643 -0.01
C -0.79988 3.44768 -0.87418 -0.47
H 1.81942 -8.75253 4.83724 0.12
H -5.81217 0.91233 -0.54185 0.14
H -9.67245 1.81287 -0.77219 0.12
H -3.37456 0.56876 -1.45161 0.11
H -5.33272 1.83429 -1.97863 0.11
H 2.74662 2.26355 0.25883 0.09
H -3.46256 3.55795 -2.86324 0.10
C 3.86213 4.91834 4.71818 -0.07
C 4.70735 1.54263 0.79428 -0.24
H 1.23854 -9.22275 2.57996 0.11
H 0.93302 -2.25893 -2.27732 0.00
H 4.70379 2.51026 -1.99615 0.10
C -2.61917 3.96782 -2.30896 -0.15
C -1.08614 -1.65338 -0.92436 -0.32
H -3.52940 0.46092 -3.23651 0.13
H -3.61555 3.50916 -0.41865 0.12
C -10.33466 -0.19528 -0.62228 -0.08
C -3.07363 -1.39138 -2.20502 -0.24
C 1.23998 -8.15564 2.81177 -0.15
H 2.14579 -7.84797 0.84771 0.13
O 5.13448 4.33142 2.82935 0.01
H -11.37786 0.08495 -0.72216 0.07
C 4.05196 0.47074 -1.97275 -0.21
```


# 4
Formula: C16H64N32O16
Source: the OMol25 dataset
Level of theory: ωB97M-V/def2-TZVPD

The electronic energy comes out at -98083.2399 eV. Its relative energy (zero: lowest compared OMol25 entry of this formula, charge and spin) is 231.98 kcal/mol. The HOMO energy is -8.979 eV. The LUMO energy is -0.23 eV.

```
128
Properties=species:S:1:pos:R:3:lowdin_charge:R:1
C 1.30313 -6.96983 7.40117 -0.80
N -0.53454 -3.87316 2.41422 0.19
H -5.26282 -5.42814 5.99955 0.08
H -0.91789 -3.55182 7.82212 0.08
H -5.52690 -0.41705 8.76584 0.11
H 3.33697 -6.29514 12.36403 0.12
H 2.69301 -5.30321 9.28436 0.09
H -0.56194 -6.08268 7.13828 0.09
N 0.76468 -8.14147 7.55216 0.17
H 3.12414 -1.63325 11.61847 0.12
N 2.20351 -2.86809 5.94308 0.17
N -2.75579 0.15264 9.89976 0.17
H -1.33707 -4.03017 1.82143 0.10
C 1.95978 -2.83983 7.22297 -0.69
H 0.97186 -5.00231 9.56895 0.10
H -4.37048 -6.11880 3.67231 0.09
H -4.15874 -5.43910 2.05660 0.09
H 2.65740 -1.82226 8.70841 0.07
N -3.87695 -1.34089 7.50639 0.18
H -1.99832 0.50517 9.33227 0.11
H -0.22130 -8.35206 7.61212 0.10
H -7.56116 -2.01175 12.19694 0.13
N -7.73702 -5.80406 7.62671 0.19
O -6.43369 -3.60775 9.76966 0.03
H -0.17134 -2.96452 2.16411 0.12
H -4.35989 -9.77997 6.63092 0.13
H -8.29623 -2.41898 10.72601 0.13
H -5.34505 -2.17355 12.33264 0.12
C -3.20020 0.90639 10.88175 -0.83
H 2.78728 -2.25967 5.38707 0.12
H -3.58441 -0.43698 7.84913 0.09
N -4.41448 -6.20228 2.66673 0.18
O -6.96430 -7.14579 6.09204 0.03
H -4.91262 -7.96009 4.27745 0.07
C -3.22112 -8.21243 6.38759 -0.88
C -2.69792 -4.29033 7.10237 -0.72
H -4.46299 -8.10492 7.96115 0.12
N 0.43974 -5.99766 7.04071 0.20
H 3.92948 -6.13550 10.62033 0.11
H -4.50054 -3.35774 1.76932 0.08
N 2.76216 -1.90074 7.70692 0.18
N 3.25354 -6.13197 11.37079 0.18
O -3.16896 -4.93127 6.14295 -0.01
H 1.48348 -8.78951 7.84105 0.12
C -5.16508 -1.61564 7.31127 -0.75
H -6.16181 -3.02352 1.16996 0.12
C -0.82769 -4.31925 3.62321 -0.63
H -3.11359 0.21449 3.51173 0.11
H -1.99318 -5.60542 4.58732 0.06
N -3.01772 2.15706 10.66924 0.16
H -1.62189 -1.03929 12.06975 0.09
N -5.35098 -2.72909 11.48916 0.21
N 0.46846 -1.13369 10.03740 0.19
O -2.23874 -7.69258 5.95318 0.05
H -8.56196 -6.35726 7.80986 0.13
H -3.06148 -9.83457 5.41249 0.14
H -3.71289 2.84210 10.92918 0.13
N -5.19798 -6.32714 11.12988 0.15
H -7.44677 -5.17533 8.36193 0.08
N -1.14581 -0.86608 5.59171 0.18
H -1.79902 -1.56067 5.92481 0.06
N -3.17223 -4.20777 8.30223 0.19
H -2.11143 -5.67156 2.84144 0.08
H 0.15470 -2.06059 9.78737 0.08
O -0.76258 0.41568 3.80842 0.02
H -6.96016 -5.50235 13.13684 0.12
N -5.47098 -3.11099 1.90152 0.15
N -7.45081 -2.41741 11.27860 0.19
H 1.42576 -3.27376 5.44245 0.07
H -5.37364 -3.09297 4.95961 0.06
N -5.91887 -0.76553 7.90269 0.21
H -3.00498 -0.82604 9.91362 0.08
C 2.07529 -5.54952 11.12752 -0.77
N -5.29768 -8.10170 3.35453 0.17
H -4.09657 -4.52698 8.55483 0.10
O -3.84100 0.54594 11.81119 0.07
H -4.44141 -2.91294 11.09044 0.10
C -1.80446 -3.03315 11.62055 -0.76
C -5.97139 -2.94765 3.13438 -0.80
H -1.74066 -4.30171 13.28566 0.14
H -3.72269 -6.61985 7.26931 0.07
H -5.98439 -8.83965 3.29163 0.13
H -6.91732 -0.91757 7.89405 0.13
N -1.60309 -4.10011 12.30559 0.21
N 2.33176 -1.86609 11.03707 0.17
N -2.78364 -0.38364 4.25569 0.16
N -6.01315 -5.25539 6.65321 0.19
O -5.52657 -2.50036 6.58733 0.04
N -1.60022 -3.56000 7.07750 0.16
O 1.15484 -5.50146 11.91309 0.02
C -4.97220 -7.34829 2.34739 -0.77
O -1.80161 -2.93105 10.41078 -0.01
H -4.19013 -6.29677 11.07133 0.10
O -5.34363 -7.71721 1.25257 0.02
O -0.27070 -3.96598 4.69700 -0.05
H -2.64348 -3.64415 8.95250 0.05
O 0.92745 -3.30776 7.71958 -0.03
O 2.45606 -6.91896 7.57927 0.06
H 3.39160 -1.36497 7.12652 0.12
H -5.79845 -5.98949 10.39129 0.08
H 0.84313 -5.18696 6.59334 0.07
N -3.90042 -7.61402 7.28097 0.20
H -2.10046 2.50644 10.43119 0.12
H -5.99384 -4.48318 7.30391 0.07
N -1.77142 -1.97486 12.41968 0.19
H -7.17172 -5.99389 11.49266 0.10
H -0.16749 -0.79008 5.83090 0.12
N 1.92051 -5.09856 9.90198 0.17
C -1.47118 -0.27787 4.50244 -0.80
C -6.40448 -2.91791 10.75715 -0.82
N -6.81579 -6.19512 12.41620 0.15
O 1.78084 0.27243 11.12280 0.04
O -4.81938 -6.21169 13.40651 0.05
H -1.18524 -3.83885 6.19992 0.05
N -5.06115 -3.11149 3.99935 0.18
C 1.50957 -0.84481 10.77172 -0.79
H -1.39367 -4.90361 11.73059 0.11
H 2.09199 -2.84711 11.02244 0.08
C -6.86867 -6.18773 6.82897 -0.86
H -3.41837 -2.22268 7.68598 0.06
H -3.32139 -1.14547 4.64368 0.07
H -4.15520 -3.47786 3.74414 0.09
N -3.67576 -9.33265 6.03765 0.20
O -7.11504 -2.62705 3.34323 0.05
H -0.06913 -0.30188 9.83943 0.10
C -5.52592 -6.30762 12.42687 -0.78
H -1.91595 -2.10272 13.41107 0.12
N -1.59952 -5.42179 3.67550 0.20
```


# 5
Formula: C9H11B
Source: the OMol25 dataset
Level of theory: ωB97M-V/def2-TZVPD

The electronic energy comes out at -10184.1123 eV. Its relative energy (zero: lowest compared OMol25 entry of this formula, charge and spin) is 0.00 kcal/mol. As for the spin multiplicity: 3. Its expectation value of S² is 2.010. The HOMO energy (spin up / spin down) is -4.785 / -9.193 eV. The LUMO energy (spin up / spin down) is 0.76 / -3.41 eV.

```
21
Properties=species:S:1:pos:R:3:lowdin_charge:R:1
C -0.50266 0.03593 -1.76336 -0.03
C 0.03500 2.87688 0.13754 -0.04
H 0.17310 3.09233 -0.91971 0.05
H -0.29927 -1.16856 2.40414 0.13
H 1.39659 -1.32701 1.97294 0.13
H 0.71266 3.51172 0.70392 0.05
C 0.63689 0.73676 1.87033 -0.12
C -0.49413 -2.36033 -1.59970 -0.11
C -0.69002 -1.20427 -2.34352 -0.03
C -0.11248 -2.28600 -0.27068 -0.01
H 1.67923 0.98550 2.08237 0.10
H 0.03757 -3.18944 0.30454 0.12
B 0.18006 1.35102 0.48161 -0.33
C 0.07507 -1.04368 0.31001 -0.15
H 0.07104 1.11404 2.72360 0.10
C 0.47579 -0.79069 1.73233 -0.13
H -0.98847 -1.28071 -3.37955 0.12
H -0.65424 0.93444 -2.34510 0.11
H -0.64099 -3.32579 -2.06317 0.09
H -0.97542 3.20166 0.38928 0.06
C -0.11532 0.13620 -0.42783 -0.10
```


# 6
Formula: C5H7N
Source: the OMol25 dataset
Level of theory: ωB97M-V/def2-TZVPD

The electronic energy comes out at -6783.6107 eV. Its relative energy (zero: lowest compared OMol25 entry of this formula, charge and spin) is 113.04 kcal/mol. The HOMO energy is -8.190 eV. The LUMO energy is 0.87 eV.

```
13
Properties=species:S:1:pos:R:3:lowdin_charge:R:1
H 1.57216 0.27867 1.11013 0.11
C -0.68818 0.87791 -0.61847 -0.28
C 0.35911 0.00753 -1.27611 -0.12
H 1.36928 0.42137 -1.38564 0.11
C 0.19328 -0.95472 -0.12485 -0.11
H 0.02880 -0.45794 -2.20488 0.11
C -0.63280 0.49676 0.85104 -0.29
N -1.58141 -0.14599 -0.04722 0.08
C 0.70743 -0.39841 1.13655 -0.07
H -0.89638 1.05847 1.72323 0.11
H 0.72913 -1.06823 2.00890 0.11
H -1.02087 1.84793 -0.99504 0.13
H -0.13956 -1.96336 -0.17764 0.12
```


> The highest electronic energy belongs to which entry?

C5H7N